Record 1
The following is a DFT calculation (ωB97M-V with the def2-TZVPD basis set) of a molecular structure, C40H48N3O2S3SbSc at a distorted geometry.

## Properties
net charge	0
2S+1	2
LUMO (alpha / beta)	-0.31 / -0.42	eV
ΔE to the lowest compared entry with this formula, charge and spin	254.6	kJ/mol
M	865.8	g/mol
E_HOMO (alpha / beta)	-5.6 / -6.8	eV

XYZ file:
```
98
Properties=species:S:1:pos:R:3:forces:R:3
C -0.04438 3.36537 -3.76924 -0.68 0.16 -0.23
C 4.59182 -2.16891 -0.55646 -0.38 0.79 -0.15
H -0.11967 -1.09154 4.59268 0.03 -0.10 -0.10
H -2.35277 2.04036 -1.65671 -0.02 -0.03 -0.01
H -2.13520 -3.14175 -3.09736 0.01 -0.09 -0.06
S 0.53959 1.66922 4.03402 -0.04 -0.20 -0.36
H 1.75119 3.29497 0.77673 -0.01 0.07 0.07
H 5.28783 -4.09618 0.12479 0.05 -0.05 0.05
H -0.14393 -1.68645 1.21271 -0.36 -0.25 0.12
H -0.22344 5.03497 -1.89012 0.07 0.10 0.00
H -2.39453 -2.51284 4.67643 0.01 0.04 0.18
H 3.74834 -4.06583 2.10602 0.02 -0.07 0.00
H -1.23544 -3.49466 -0.04499 0.03 -0.05 -0.07
C -0.35084 2.36956 -0.69798 -0.11 0.41 0.09
C -2.06157 -0.76573 0.99204 -0.07 -0.16 0.06
H -2.09025 3.53863 -3.43600 0.00 0.12 -0.09
H -4.83878 0.32971 0.87980 -0.05 0.11 0.08
C -1.00312 -0.27013 -1.43528 0.17 0.11 0.30
H -5.21405 -0.73003 -0.47362 -0.11 0.00 -0.04
C 3.78170 1.02009 -3.18934 0.00 0.67 -0.34
H 1.41126 4.55442 -1.42102 0.08 0.05 -0.02
C 3.14971 1.94602 -2.10725 0.01 0.06 -0.51
H 0.35168 3.13158 1.91197 0.20 0.06 -0.06
O 1.78909 -3.34215 3.38218 0.39 0.08 -0.41
C -0.75744 1.34072 0.37629 0.07 0.22 0.17
H 2.07795 3.36533 -4.11140 0.13 0.06 -0.02
C 0.31044 -2.37205 -1.72607 -0.15 0.05 0.06
S 3.53099 1.85995 2.08016 -0.22 0.33 -0.08
N 3.26356 1.16123 -0.89407 0.27 -0.30 0.39
H -0.66385 -4.02844 1.51521 0.07 -0.03 -0.02
C 0.72686 1.58449 -1.48544 0.02 -0.18 0.32
C 0.70762 -3.10974 4.27530 -0.31 0.27 0.52
H -1.46973 0.51471 2.69272 -0.22 0.13 -0.04
O 4.04176 -0.19706 -2.50094 0.09 -0.62 0.27
Sc 1.25429 0.53480 1.41189 0.27 -0.04 1.14
C -2.37891 -2.36886 3.60367 0.48 0.02 -0.02
C 1.93232 -2.21717 2.63913 0.41 -0.01 -0.62
C -2.37382 0.18958 2.17191 0.00 0.03 -0.12
C 2.89810 -2.18189 1.58413 -0.42 -0.44 0.71
H 0.97926 4.72265 1.48935 0.12 -0.01 0.05
C -1.28555 0.03035 -0.12007 -0.33 -0.28 -0.47
H -4.39884 -3.03962 3.54805 -0.11 -0.02 -0.06
C -0.90256 -1.57393 -2.25416 -0.08 -0.38 -0.05
H -3.04300 -1.76457 -2.48253 -0.16 0.03 -0.01
H -2.36413 -2.96932 -1.38067 -0.11 -0.02 0.01
C -2.19157 -2.41301 -2.29069 0.14 0.00 0.17
H 3.08647 0.82060 -4.01028 0.14 0.00 0.12
H -2.23252 4.27584 -0.48415 -0.15 0.03 -0.08
C -3.66642 -2.52213 2.93753 -0.35 -0.15 0.04
C -4.10110 -2.09473 1.74194 -0.08 -0.02 -0.03
H 5.23079 -2.11669 -1.42438 0.00 0.05 -0.04
H 3.71120 2.87936 -1.99154 -0.07 -0.08 -0.09
H 0.55154 5.78010 -0.50005 0.00 0.03 0.08
C 1.30975 2.97232 -3.45631 0.50 -0.45 0.49
C 1.68536 2.24250 -2.39303 0.10 0.17 -0.35
C 0.43455 4.84503 -1.04878 -0.11 -0.07 0.05
H -1.36597 -0.78112 -4.24929 -0.09 0.12 -0.14
H -0.55063 -2.33760 -4.23024 -0.01 -0.08 -0.01
H 1.10470 -3.01839 5.29310 -0.03 0.04 -0.15
H 4.72016 1.40910 -3.59438 -0.07 -0.07 0.09
H -3.33571 -2.05064 -0.19400 0.07 -0.06 0.03
C -0.15565 3.79189 -0.10108 0.11 0.11 0.15
N 2.84855 -1.09737 0.73203 -0.98 0.65 0.48
C 3.68794 0.00632 -1.21243 -0.11 0.58 -0.02
H 1.26042 0.87950 -0.82695 -0.14 0.12 -0.64
H -0.13123 4.00503 -4.63953 -0.12 0.03 -0.03
N 1.07877 -1.25648 2.87111 0.41 0.35 -0.51
H -1.92515 3.77856 1.18608 -0.14 -0.07 0.10
C -0.47544 0.92252 -2.18574 -0.05 -0.07 -0.14
C -1.16429 3.11046 -3.07109 0.19 0.15 -0.45
C 0.79126 3.71998 1.10108 -0.37 -0.19 -0.22
C 3.77750 -3.25554 1.39331 0.18 -0.05 -0.30
H 0.37863 -0.89752 -3.92431 0.04 0.12 -0.03
C -0.59105 -1.35929 -3.75353 0.02 -0.02 0.17
C -1.30522 2.19695 -1.91333 -0.05 -0.09 0.28
S 3.95786 0.34274 3.42720 0.15 0.10 0.68
H -3.86287 0.40083 -0.59438 0.00 0.11 -0.13
C -4.40258 -0.25971 0.07853 0.08 -0.21 0.10
C -1.16823 -1.94707 1.51163 0.08 -0.04 0.13
C -3.44443 -1.33407 0.61589 0.15 0.12 -0.16
H -2.93840 1.04895 1.81823 0.16 0.14 0.00
C 0.06306 -1.79135 3.77024 -0.26 -0.13 0.18
H 1.22869 -1.93538 -2.11520 0.16 0.06 -0.03
C -1.39593 -3.38931 1.01883 0.13 0.09 -0.29
C 3.72538 -1.12619 -0.29512 0.66 -0.78 -0.56
H -0.31553 0.76320 -3.24116 -0.02 -0.05 0.04
H 0.38808 -2.35142 -0.64458 -0.02 -0.10 0.06
H -1.43420 5.37173 0.64119 0.01 0.13 0.03
H -2.38181 -3.76978 1.26643 0.00 0.01 0.00
C 4.62233 -3.26756 0.31047 -0.14 -0.37 0.56
H 0.02111 -3.95805 4.23155 0.08 0.11 -0.03
C -1.22850 -2.03614 3.00868 -0.15 -0.17 -0.03
C -1.52543 4.33022 0.34085 0.25 -0.19 0.02
Sb 2.71381 2.27493 4.40520 0.27 -0.40 -0.44
H -1.48608 1.83595 1.00820 0.33 -0.12 0.19
H -3.01731 -0.30060 2.88887 0.08 0.10 0.00
H 0.26651 -3.40790 -2.05932 0.04 -0.16 -0.07
H -5.13070 -2.33943 1.50019 -0.11 -0.06 0.08
```
Forces are in eV/Å.

For each atom in turn, the Mulliken charge in e is:
1 C -1.123
2 C -0.745
3 H 0.694
4 H 0.216
5 H 0.533
6 S -0.549
7 H -0.138
8 H 0.436
9 H -0.728
10 H 0.353
11 H 0.514
12 H 0.594
13 H 0.349
14 C 1.490
15 C 2.835
16 H 0.361
17 H 0.455
18 C 0.065
19 H 0.513
20 C -0.841
21 H 0.306
22 C 0.057
23 H -0.007
24 O -0.510
25 C -1.184
26 H 0.458
27 C -1.431
28 S -0.386
29 N 0.032
30 H 0.391
31 C 1.024
32 C -0.760
33 H 0.245
34 O -0.449
35 Sc -0.471
36 C -0.684
37 C 0.099
38 C -3.128
39 C -0.039
40 H 0.544
41 C 1.285
42 H 0.351
43 C 2.586
44 H 0.363
45 H 0.414
46 C -1.944
47 H 0.457
48 H 0.344
49 C -1.305
50 C -0.724
51 H 0.571
52 H 0.623
53 H 0.606
54 C -0.018
55 C -0.600
56 C -1.985
57 H 0.429
58 H 0.588
59 H 0.306
60 H 0.308
61 H -0.110
62 C 1.627
63 N 1.456
64 C 0.140
65 H -0.805
66 H 0.355
67 N 1.028
68 H 0.312
69 C -0.772
70 C -1.444
71 C -0.954
72 C -1.032
73 H 0.350
74 C -2.621
75 C 0.287
76 S -0.248
77 H 0.233
78 C -1.887
79 C 1.756
80 C 0.742
81 H 0.528
82 C -0.864
83 H 0.247
84 C -1.709
85 C -0.245
86 H 1.281
87 H -0.165
88 H 0.495
89 H 0.441
90 C -0.950
91 H 0.426
92 C -0.808
93 C -1.806
94 Sb 0.447
95 H 0.619
96 H 0.837
97 H 0.368
98 H 0.399

---

Record 2
The following is a DFT calculation (ωB97M-V with the def2-TZVPD basis set) of a molecular structure, C40H48N4O3PPbS6.

## Properties
net charge	+1
LUMO	-2.16	eV
ΔE to the lowest compared entry with this formula, charge and spin	72.4	kJ/mol
M	1063.4	g/mol
E_HOMO	-10.0	eV

XYZ file:
```
103
Properties=species:S:1:pos:R:3:forces:R:3
H -3.43859 -1.07908 -2.31700 -0.03 0.02 0.00
H -2.06689 5.95107 -0.04024 0.00 0.00 0.01
H 4.18742 -3.23897 3.30710 -0.01 0.01 -0.02
H -3.00478 2.49966 -0.55612 0.00 0.00 0.01
N -2.91386 4.46540 -1.25248 0.07 -0.02 -0.03
H -0.33888 -1.12311 3.31134 -0.02 -0.02 -0.04
C 3.27147 -3.45284 2.76731 -0.04 0.00 0.03
H -0.18267 4.56090 0.37886 0.02 0.01 0.02
H 6.12925 0.38150 0.96894 0.01 0.02 -0.01
H 0.69664 -1.87038 1.20634 0.00 -0.01 0.01
C 5.15097 0.60902 1.39801 0.00 0.01 -0.05
N -0.98222 3.04291 -0.82487 -0.07 -0.08 0.00
H 2.93333 -1.07357 -4.90629 0.01 0.01 -0.01
C 3.29343 1.78323 -3.15309 0.02 -0.12 -0.02
S -0.21844 2.74449 2.59034 0.03 -0.10 0.03
C -2.86973 4.05666 -2.65916 0.02 0.01 0.02
H 0.32000 -1.73432 -2.94943 0.00 0.00 0.01
H -2.26074 -7.12446 -2.78719 0.00 0.00 0.00
H 3.55737 2.01136 1.07718 -0.02 -0.01 0.01
Pb 0.01297 0.98040 0.61142 0.05 0.22 -0.05
H 3.72023 -0.66541 0.29078 0.07 0.00 0.01
H -3.85115 -3.33645 -1.62433 0.01 0.00 -0.01
C -4.31062 3.37413 3.81709 -0.02 0.01 0.11
H -0.07008 -4.20186 0.96928 0.00 0.00 -0.03
O 1.84691 0.12882 2.10265 0.17 0.00 0.03
C 3.80748 2.15766 -5.45515 -0.01 0.00 0.01
C 3.54553 0.82090 -5.71595 -0.01 -0.02 0.05
C 1.64379 -5.03190 1.96377 0.03 0.01 0.02
C -3.32997 -3.67393 6.03768 0.01 0.02 0.00
H 0.35029 4.71891 -3.20025 0.01 -0.01 -0.01
H -2.66967 -2.88327 2.81283 0.00 0.01 0.01
H 4.10210 2.82113 -6.25684 0.01 -0.01 0.00
C -2.05382 5.64306 -1.08641 0.01 -0.02 -0.03
H 0.86529 4.04585 -0.96262 -0.08 0.01 0.01
N -1.50297 3.74713 -3.10150 0.00 0.01 0.09
C 4.58984 1.87878 0.75035 0.00 -0.06 -0.04
C 4.26437 -0.62891 1.24033 0.00 0.01 -0.10
H -1.60447 1.78830 -2.39607 -0.01 0.01 0.00
C 3.14817 -0.03493 -4.69160 0.01 0.03 -0.03
C 3.02149 0.44270 -3.39803 -0.02 0.02 -0.09
H -2.37663 3.68506 0.61097 -0.01 0.01 0.00
C -1.92562 2.59539 2.95764 0.02 0.02 -0.05
C -0.98563 2.67980 -2.26137 0.00 -0.01 -0.01
C -2.69026 -2.61375 6.66113 0.01 0.02 -0.04
H -3.81814 -4.59181 4.15937 0.00 0.00 0.00
H -0.07627 -0.07969 -2.49381 -0.04 -0.03 0.00
C 2.84447 -4.76174 2.61177 -0.02 -0.02 -0.02
C -2.98107 -0.90130 -1.34275 0.00 0.02 0.02
C 2.49434 -2.42401 2.24868 -0.06 -0.06 -0.01
H -1.18404 -1.00790 -3.53779 0.02 0.00 -0.02
C -3.31704 -3.76837 4.65164 0.00 0.02 0.00
C -2.72779 1.51532 2.86884 0.03 -0.02 -0.01
C 3.67302 2.65145 -4.16346 0.02 0.00 -0.07
H 5.15052 2.74184 1.10668 0.00 0.01 -0.01
N -0.66881 5.36739 -1.49071 -0.06 -0.08 0.02
C -1.70152 -3.43117 -1.73677 -0.02 0.00 0.00
H -1.05762 5.75080 -3.51043 -0.01 0.01 -0.01
H -2.70238 -2.52974 7.73992 0.00 0.00 -0.01
H 0.03957 2.44129 -2.55687 0.01 0.00 -0.01
C -0.61721 -4.27029 -2.00635 0.01 0.00 0.01
H -3.49641 3.17324 -2.79552 0.00 -0.01 0.00
S 3.11849 2.42571 -1.51454 -0.14 0.09 0.43
H 5.45075 2.44667 -1.19101 0.05 -0.06 -0.02
H -3.65267 -1.23633 -0.55188 -0.01 0.01 -0.01
C -1.26462 -0.71034 3.71649 -0.07 -0.02 0.03
H 4.79179 0.80485 -1.16418 -0.03 -0.01 0.05
H -3.84324 -4.42153 6.62779 0.01 0.00 0.00
H -4.19400 -5.66729 -2.28649 0.00 0.00 0.00
H 5.32470 0.79565 2.46065 0.00 -0.03 0.00
C -2.37727 3.38789 -0.43797 0.04 0.02 -0.05
C -0.16422 4.27503 -0.67240 0.03 0.02 -0.01
S -4.39801 1.65712 3.37469 -0.01 0.05 -0.01
C -0.81402 -5.58706 -2.38863 -0.03 0.00 0.01
C -0.50211 -1.06768 -2.68776 -0.03 -0.01 0.00
H 0.39636 -3.89180 -1.91620 -0.01 0.00 0.02
C -2.98782 -3.95382 -1.83698 -0.03 -0.03 0.01
C -2.03910 -1.64981 5.90097 -0.06 -0.01 0.02
H 2.68767 -0.19977 -2.59161 0.02 0.02 0.00
H 3.64249 0.44215 -6.72480 -0.01 0.00 0.01
H -1.54697 -0.81775 6.39144 0.00 -0.01 -0.01
C -3.18692 -5.27835 -2.21071 0.03 0.02 0.00
O 2.06016 1.57944 -0.83190 -0.02 0.05 -0.19
H 1.30588 -6.05486 1.86156 0.00 0.01 0.00
C -2.02179 -1.73934 4.51414 0.04 0.06 0.02
H -3.26575 4.86296 -3.27620 -0.01 0.01 -0.01
S -2.67504 4.04898 3.56792 -0.02 0.03 0.00
P -1.35172 -1.72257 -1.18709 0.14 -0.08 0.01
S 3.00716 -0.74074 2.52810 -0.20 0.11 0.11
H 4.84213 -1.54873 1.34826 0.03 0.02 -0.02
H -2.44689 6.45594 -1.69693 0.00 0.01 0.00
H 3.85503 3.69840 -3.95036 -0.01 -0.01 0.01
H -0.99998 0.15982 4.31439 0.07 -0.03 0.03
H 0.03795 -6.21982 -2.60256 -0.01 0.01 0.00
H 3.43947 -5.57127 3.01318 -0.01 0.01 0.00
H -2.84338 0.17609 -1.21281 0.00 -0.02 0.00
C -2.10369 -6.09573 -2.49157 0.01 0.03 0.01
C 1.29729 -2.67907 1.60116 0.02 -0.11 -0.03
O -5.22464 4.00884 4.24840 0.00 -0.01 -0.05
C 4.65654 1.81942 -0.78324 0.02 0.03 -0.01
S -2.20348 -0.05305 2.28414 -0.02 -0.07 -0.06
C -0.67375 4.94001 -2.89129 -0.01 -0.01 0.01
C -2.66795 -2.80582 3.89530 0.05 -0.03 -0.02
C 0.87093 -3.99486 1.46282 0.01 0.05 0.00
```
Forces are in eV/Å.

Atom charges from the Mulliken analysis, given in e for atoms 1 to 99:
1 H 0.554
2 H 0.331
3 H 0.500
4 H 0.102
5 N 0.130
6 H -0.129
7 C -0.721
8 H 0.318
9 H 0.402
10 H 0.049
11 C -1.244
12 N 1.456
13 H 0.424
14 C 0.796
15 S -0.476
16 C -0.690
17 H 0.395
18 H 0.392
19 H -0.006
20 Pb 1.505
21 H -0.029
22 H 0.301
23 C 0.575
24 H 0.564
25 O -0.171
26 C -0.641
27 C -0.491
28 C -0.764
29 C -0.441
30 H 0.323
31 H 0.441
32 H 0.415
33 C -0.729
34 H -0.184
35 N 0.183
36 C -0.165
37 C -0.266
38 H 0.136
39 C -0.809
40 C -0.141
41 H 0.062
42 C -0.033
43 C -0.461
44 C -0.663
45 H 0.417
46 H -0.120
47 C -0.638
48 C -1.096
49 C 0.698
50 H 0.531
51 C -0.790
52 C -0.018
53 C -0.687
54 H 0.474
55 N 0.084
56 C 0.605
57 H 0.374
58 H 0.398
59 H -0.347
60 C -0.459
61 H 0.343
62 S 0.072
63 H 0.562
64 H 0.493
65 C -0.332
66 H 0.473
67 H 0.394
68 H 0.413
69 H 0.458
70 C -0.573
71 C -0.646
72 S -0.134
73 C -0.786
74 C -0.950
75 H 0.272
76 C -0.598
77 C -0.406
78 H 0.355
79 H 0.409
80 H 0.415
81 C -0.661
82 O -0.402
83 H 0.445
84 C 0.516
85 H 0.349
86 S -0.105
87 P 1.135
88 S -0.177
89 H 0.613
90 H 0.373
91 H 0.419
92 H 0.537
93 H 0.420
94 H 0.393
95 H -0.335
96 C -0.535
97 C 0.166
98 O -0.532
99 C -0.828

---

> Look up the net charge of the second one.

+1